174
Properties=species:S:1:pos:R:3:lowdin_charge:R:1 method="wB97M-V/def2-TZVPD" e_above_lowest_kcal_mol=41.7 smiles=COC[C@H](C)N.COC[C@H](C)N.COC[C@H](C)N.COC[C@H](C)N.COC[C@H](C)N.COC[C@H](C)N.CC(C)O.CC(C)O.CC(C)O.CC(C)O.CC(C)O.CC(C)O total_charge=0 multiplicity=1 gap_ha=0.34454
C 3.534 3.818 -3.747 -0.0947
O 2.992 2.584 -3.226 -0.1993
C 2.647 1.823 -4.368 -0.2510
C 1.449 2.314 -5.146 -0.4286
C 0.201 2.354 -4.325 -0.0435
N 1.458 1.394 -6.300 0.0578
H 2.812 4.517 -4.143 0.0782
H 4.334 3.594 -4.466 0.0958
H 3.997 4.388 -2.913 0.0914
H 3.439 1.773 -5.151 0.1247
H 2.491 0.738 -4.120 0.1190
H 1.767 3.247 -5.573 0.1240
H -0.541 2.867 -4.944 0.0827
H 0.205 2.970 -3.439 0.0555
H -0.332 1.431 -4.031 0.0626
H 0.693 1.614 -6.895 0.0588
H 1.297 0.466 -5.972 0.0454
C 1.597 2.499 8.214 -0.0706
O 1.044 2.728 6.886 -0.2141
C 1.501 1.812 5.936 -0.2317
C 1.218 2.494 4.588 -0.3939
C -0.292 2.845 4.323 -0.0323
N 1.856 1.698 3.537 0.0695
H 1.364 3.391 8.817 0.0964
H 2.657 2.407 8.127 0.0720
H 1.186 1.646 8.733 0.0730
H 2.568 1.710 6.036 0.1055
H 1.019 0.837 6.063 0.1241
H 1.734 3.453 4.715 0.1370
H -0.976 1.947 4.251 0.0753
H -0.282 3.236 3.328 0.0402
H -0.703 3.525 5.084 0.0794
H 1.270 0.888 3.328 0.0616
H 1.813 2.259 2.711 0.0134
C -3.818 -4.554 -4.231 -0.0856
O -3.606 -3.146 -4.003 -0.2314
C -3.122 -2.595 -5.226 -0.2162
C -3.279 -1.078 -5.163 -0.4041
C -2.706 -0.487 -6.455 -0.0573
N -2.678 -0.349 -4.027 0.0674
H -4.164 -5.038 -3.292 0.0920
H -2.849 -4.947 -4.457 0.0723
H -4.563 -4.674 -5.031 0.0940
H -2.062 -2.911 -5.368 0.1201
H -3.685 -3.012 -6.088 0.1315
H -4.333 -0.885 -5.186 0.1290
H -3.419 -0.629 -7.262 0.0761
H -1.731 -0.921 -6.670 0.0667
H -2.481 0.605 -6.290 0.0917
H -3.171 -0.586 -3.204 0.0441
H -1.670 -0.521 -3.917 0.0670
C 0.815 -2.126 2.748 -0.1040
O 0.713 -0.948 1.978 -0.2062
C 1.235 -1.104 0.636 -0.1739
C 1.282 0.256 -0.001 -0.4038
C -0.081 0.746 -0.400 -0.0646
N 2.050 0.165 -1.259 0.0587
H 0.175 -2.929 2.320 0.0939
H 0.405 -1.854 3.730 0.0934
H 1.820 -2.586 2.847 0.0657
H 2.245 -1.512 0.667 0.1040
H 0.614 -1.831 0.083 0.1241
H 1.803 0.997 0.696 0.1283
H -0.070 1.686 -0.942 0.0554
H -0.758 0.957 0.437 0.0822
H -0.570 0.075 -1.075 0.0664
H 2.946 -0.333 -1.288 0.0816
H 2.206 1.047 -1.794 0.0694
C -3.164 -0.926 0.936 -0.0942
O -4.464 -1.423 0.656 -0.1855
C -4.673 -1.639 -0.738 -0.2203
C -6.020 -2.308 -0.931 -0.4383
C -6.092 -3.746 -0.426 -0.0532
N -6.470 -2.275 -2.321 0.0501
H -2.807 -0.239 0.171 0.0606
H -2.514 -1.793 1.077 0.0875
H -3.184 -0.392 1.898 0.0932
H -4.503 -0.756 -1.327 0.0832
H -3.848 -2.299 -1.082 0.1280
H -6.676 -1.671 -0.270 0.1547
H -5.588 -3.869 0.538 0.0809
H -5.599 -4.313 -1.218 0.0593
H -7.108 -4.161 -0.400 0.0808
H -6.620 -1.333 -2.648 0.0658
H -5.750 -2.675 -2.915 0.0462
C -7.289 4.220 -1.903 -0.1110
O -6.418 3.210 -2.323 -0.1757
C -5.137 3.368 -1.831 -0.2421
C -4.276 2.227 -2.310 -0.4408
C -2.803 2.343 -1.889 -0.0770
N -4.192 2.264 -3.763 0.0502
H -8.255 3.887 -2.169 0.0695
H -7.185 5.204 -2.446 0.1075
H -7.184 4.324 -0.833 0.0834
H -4.697 4.320 -2.168 0.1392
H -5.109 3.293 -0.734 0.1305
H -4.592 1.287 -1.896 0.1043
H -2.195 1.568 -2.329 0.0312
H -2.572 2.400 -0.772 0.0961
H -2.375 3.244 -2.340 0.0758
H -3.687 1.397 -4.020 0.0323
H -5.111 2.145 -4.159 0.0641
C 4.012 -1.217 4.898 -0.0595
C 3.927 -2.730 4.768 -0.4913
C 4.394 -3.174 3.359 -0.0416
O 4.594 -3.449 5.802 -0.0297
H 3.470 -0.679 4.116 0.0587
H 5.036 -0.880 4.801 0.0659
H 3.641 -0.878 5.907 0.0910
H 2.851 -2.958 4.820 0.1185
H 4.150 -4.202 3.119 0.0792
H 5.447 -2.950 3.345 0.0802
H 3.873 -2.573 2.633 0.0381
H 4.077 -3.314 6.589 0.0766
C 3.088 -6.688 -1.837 -0.0712
C 3.684 -5.932 -0.716 -0.4410
C 2.970 -4.623 -0.418 -0.0607
O 3.560 -6.716 0.562 -0.0773
H 2.070 -7.063 -1.655 0.1002
H 3.755 -7.479 -2.071 0.0727
H 3.053 -6.090 -2.715 0.0652
H 4.747 -5.755 -0.869 0.1362
H 2.981 -3.870 -1.246 0.0740
H 3.482 -4.203 0.438 0.0583
H 1.937 -4.786 -0.110 0.0825
H 2.988 -7.470 0.366 0.0683
C 2.259 -2.748 -4.188 -0.0477
C 0.807 -2.268 -4.102 -0.4396
C 0.074 -3.184 -3.116 -0.0572
O 0.577 -0.852 -3.799 -0.1051
H 2.834 -2.418 -5.018 0.0618
H 2.140 -3.816 -4.338 0.0641
H 2.780 -2.572 -3.192 0.0917
H 0.331 -2.326 -5.101 0.1296
H -1.030 -3.062 -3.077 0.0642
H 0.279 -3.008 -2.024 0.0805
H 0.240 -4.231 -3.395 0.0770
H 1.001 -0.682 -2.953 0.0250
C 1.724 4.706 1.310 -0.0640
C 2.028 5.263 -0.062 -0.4767
C 1.224 4.517 -1.128 -0.0620
O 1.602 6.657 -0.078 -0.0640
H 0.690 5.057 1.560 0.1062
H 2.442 5.106 2.015 0.0774
H 1.821 3.612 1.337 0.0534
H 3.095 5.216 -0.362 0.1346
H 0.132 4.687 -0.901 0.1053
H 1.445 3.453 -1.189 0.0523
H 1.441 4.996 -2.096 0.0760
H 2.008 7.180 0.620 0.0826
C 5.789 0.707 2.212 -0.0776
C 4.626 0.594 1.279 -0.4819
C 4.774 1.802 0.401 -0.0721
O 4.677 -0.653 0.497 -0.0777
H 5.607 1.449 3.013 0.1005
H 6.651 1.009 1.595 0.0907
H 5.935 -0.192 2.783 0.0561
H 3.698 0.503 1.896 0.1192
H 3.974 1.983 -0.317 0.0534
H 5.680 1.683 -0.243 0.0989
H 4.928 2.718 1.013 0.0960
H 5.620 -0.708 0.271 0.0888
C -2.393 0.287 6.458 -0.0663
C -2.101 0.256 7.924 -0.4608
C -1.969 1.669 8.523 -0.0512
O -3.191 -0.451 8.597 -0.0743
H -2.687 -0.744 6.146 0.0977
H -1.573 0.549 5.809 0.0398
H -3.194 0.991 6.253 0.0862
H -1.223 -0.349 8.169 0.1360
H -1.599 1.614 9.551 0.0837
H -2.873 2.258 8.455 0.0768
H -1.262 2.196 7.891 0.0558
H -3.977 0.093 8.671 0.0759